Here is 14 unconnected molecules or ions with the total composition C15H58N26O14 in a non-equilibrium geometry from the OMol25 dataset. Energies are from ωB97M-V with the def2-TZVPD basis set.

Each line ends with the Löwdin charge.
Element x y z (Å)
C1 0.41 5.67 3.07  -0.6061
O1 1.41 6.42 3.19  -0.0113
N1 0.47 4.48 2.30  0.1523
N2 -0.68 6.00 3.78  0.1764
H1 1.27 3.96 2.56  0.0515
H2 -0.37 3.91 2.38  0.0821
H3 -0.65 6.93 4.16  0.1174
H4 -1.47 5.44 3.69  0.0780
C2 5.28 -0.77 -0.34  -0.6017
O2 5.22 -2.00 -0.64  -0.0478
N3 4.55 -0.27 0.68  0.1653
N4 6.03 0.19 -0.96  0.1804
H5 4.05 -0.95 1.22  0.0953
H6 4.27 0.72 0.69  0.0528
H7 6.17 1.16 -0.79  0.0784
H8 6.60 -0.08 -1.74  0.1088
C3 -1.82 2.88 -0.64  -0.7135
O3 -2.17 2.26 0.34  0.0120
N5 -1.07 4.03 -0.55  0.1706
N6 -2.21 2.55 -1.84  0.1986
H9 -0.61 4.16 0.35  0.0573
H10 -0.56 4.39 -1.32  0.0848
H11 -2.20 3.23 -2.61  0.1358
H12 -2.68 1.69 -2.02  0.0533
C4 -4.00 -0.01 -3.25  -0.6725
O4 -3.21 -0.27 -2.38  -0.0051
N7 -4.97 0.91 -2.91  0.1531
N8 -3.83 -0.36 -4.53  0.2083
H13 -5.79 1.02 -3.47  0.0896
H14 -5.29 0.75 -1.96  0.1065
H15 -2.94 -0.76 -4.75  0.0369
H16 -4.45 -0.20 -5.28  0.1010
C5 2.75 -3.83 -2.53  -0.6328
O5 1.94 -3.48 -3.37  0.0045
N9 3.42 -4.96 -2.55  0.2052
N10 2.89 -3.01 -1.38  0.1361
H17 3.82 -5.47 -1.83  0.1055
H18 3.18 -5.49 -3.34  0.0955
H19 3.88 -2.77 -1.19  0.0385
H20 2.29 -2.20 -1.54  0.0756
C6 1.64 1.87 4.26  -0.6929
O6 2.16 2.83 4.71  0.0619
N11 0.56 1.29 4.81  0.1579
N12 2.03 1.27 3.00  0.1509
H21 0.38 1.58 5.77  0.1311
H22 0.40 0.35 4.47  0.0795
H23 3.00 1.50 2.87  0.0460
H24 1.76 0.29 2.85  0.0312
C7 -2.33 -0.27 3.27  -0.6499
O7 -1.81 -0.86 4.24  -0.0337
N13 -3.34 -0.79 2.63  0.1980
N14 -1.74 0.89 2.79  0.1915
H25 -3.61 -1.62 3.07  0.0801
H26 -4.13 -0.32 2.18  0.1324
H27 -1.95 1.35 1.92  0.0284
H28 -0.97 1.33 3.24  0.0474
C8 0.42 0.12 -1.02  -0.6301
O8 0.47 0.45 -2.22  -0.0206
N15 -0.67 -0.38 -0.35  0.1950
N16 1.49 0.06 -0.24  0.1954
H29 -0.66 -0.51 0.65  0.0687
H30 -1.58 -0.19 -0.71  0.0547
H31 1.41 -0.12 0.74  0.0416
H32 2.39 0.39 -0.51  0.0717
C9 -0.66 -2.03 -5.23  -0.6931
O9 -1.59 -1.47 -5.82  -0.0109
N17 -0.58 -1.85 -3.88  0.1537
N18 0.29 -2.77 -5.78  0.1812
H33 -0.88 -0.95 -3.43  0.0960
H34 0.30 -2.22 -3.47  0.0732
H35 0.87 -3.15 -5.06  0.0416
H36 -0.03 -3.43 -6.48  0.1231
C10 -3.13 -3.78 -0.65  -0.6530
O10 -3.22 -4.35 0.41  0.0124
N19 -2.14 -2.84 -0.81  0.1654
N20 -3.89 -4.09 -1.78  0.1682
H37 -2.05 -2.31 -1.66  0.0520
H38 -1.53 -2.75 -0.02  0.0605
H39 -3.82 -3.62 -2.67  0.0964
H40 -4.65 -4.69 -1.58  0.0794
C11 3.67 2.50 -2.02  -0.6709
O11 4.91 2.76 -2.00  -0.0565
N21 3.13 1.63 -2.89  0.1748
N22 2.80 3.23 -1.31  0.1802
H41 3.68 0.80 -3.19  0.1383
H42 2.14 1.54 -3.01  0.0647
H43 3.18 3.99 -0.76  0.0895
H44 1.85 2.86 -1.28  0.0910
C12 0.52 -2.23 2.20  -0.6744
O12 0.74 -1.02 2.35  -0.0600
N23 1.06 -2.89 1.18  0.1961
N24 -0.35 -2.86 2.97  0.2061
H45 1.68 -2.53 0.47  0.0600
H46 0.77 -3.82 0.96  0.0990
H47 -0.93 -2.27 3.58  0.0762
H48 -0.68 -3.77 2.71  0.1158
C13 4.46 3.67 1.43  -0.6578
O13 4.28 2.41 1.42  -0.0497
N25 5.11 4.37 0.50  0.1785
N26 4.12 4.39 2.49  0.1719
H49 5.48 3.78 -0.24  0.0848
H50 5.44 5.30 0.64  0.1137
H51 3.47 5.17 2.35  0.1043
H52 3.82 3.73 3.22  0.0888
C14 -5.55 -3.83 2.47  -0.0833
C15 -6.13 -3.54 1.11  -0.2874
O14 -5.96 -2.16 0.70  -0.0995
H53 -5.86 -4.85 2.78  0.0914
H54 -5.98 -3.07 3.14  0.0872
H55 -4.50 -3.80 2.49  0.0308
H56 -7.20 -3.59 1.11  0.1052
H57 -5.67 -4.08 0.32  0.0608
H58 -5.06 -1.90 0.89  0.0317

Values from the calculation:
net charge = 0
E_LUMO = 0.38 eV
total energy = -83918.36436 eV
HOMO energy = -9.6 eV
orbital gap = 0.367 hartree